C22H38O32S8 | wB97M-V/def2-TZVPD

```
100
C22H38O32S8 (wB97M-V/def2-TZVPD)
H -0.770 -1.603 0.015
H 1.734 -3.161 -6.492
H -0.883 -7.125 -0.252
H -6.408 -2.456 2.774
S -3.157 -1.663 2.641
H 3.297 -1.922 -4.350
H -1.178 5.558 -2.473
O -1.228 0.316 0.253
C 2.002 2.956 -4.697
O -3.894 -0.913 1.356
C -1.292 4.236 -4.194
H 2.832 1.370 6.065
O -3.047 2.285 3.297
H 4.919 1.735 0.180
C -5.308 -1.034 1.509
O -4.350 -2.716 2.858
C -1.549 2.938 -4.615
H -1.239 -0.745 -1.582
H -4.496 2.977 1.926
O -0.395 -0.081 8.804
O -0.798 -5.436 0.982
O 2.346 0.660 -4.193
C -0.716 -0.726 -0.632
C 2.401 -2.520 -4.492
C 1.766 1.336 6.282
O 1.353 -2.309 -3.548
S -0.061 0.892 1.237
O 0.052 2.323 1.127
H -2.322 -6.143 -0.199
H 0.182 0.614 5.080
O -1.354 3.361 4.737
C 1.802 -2.267 -5.871
O -0.888 -1.187 -3.584
H 1.781 2.028 -2.743
H -5.676 -3.141 1.373
O 5.571 -0.382 2.298
C -2.703 4.144 1.957
C 4.720 0.749 2.180
H -5.708 -0.185 2.070
H -2.215 0.960 -3.937
O 0.714 -4.921 -0.849
O 3.171 2.507 -5.340
O 1.803 -1.128 8.561
O 0.439 -0.684 6.539
O -1.960 -2.332 2.241
H 0.778 0.412 -1.749
S 5.020 -1.588 1.360
H -2.339 1.527 -1.626
O 4.381 0.250 -5.564
C 1.057 0.157 5.546
S 0.654 -4.734 0.792
C 1.572 1.776 -3.786
O -0.124 0.283 2.529
O -0.701 -3.486 -4.322
H -3.112 4.939 1.328
H 2.290 -1.471 -6.435
C -1.438 4.575 -2.842
C -2.003 1.989 -3.670
H -1.459 2.656 -5.655
O 3.742 -2.083 1.750
S -2.717 3.547 4.372
O -3.123 -0.776 3.779
H 5.442 1.462 2.578
H 1.132 3.096 -5.339
S 0.817 -0.233 8.041
O -2.836 4.706 3.258
H 0.533 1.464 -3.818
H -0.464 -5.893 -2.213
C -1.237 -6.091 -0.209
H -0.906 4.956 -4.905
H -1.894 3.853 -0.883
H 3.465 0.927 0.352
O 4.490 1.559 -3.445
H -5.723 -0.916 0.508
O 1.151 0.317 0.322
C -5.520 -2.382 2.146
H 2.725 -3.559 -4.431
O 1.761 -5.469 1.308
H 2.203 3.854 -4.118
C -1.977 2.263 -2.330
O 4.833 -0.478 0.149
H -1.647 4.041 1.688
O 1.469 1.172 7.670
O 0.614 -3.326 1.077
H -3.019 2.225 1.222
C -3.423 2.809 2.051
O 0.477 -1.754 -5.704
O -3.747 3.609 5.358
H 1.581 -0.417 4.788
S 3.820 1.183 -4.642
H 1.358 -1.035 -1.225
C -0.568 -5.273 -1.328
S -0.094 -2.190 -4.234
H 3.761 0.699 2.694
C 0.701 -0.233 -0.867
H 1.291 2.292 6.070
H -1.203 -4.396 -1.469
C 4.513 0.835 0.646
O 6.147 -2.413 1.058
C -1.792 3.599 -1.931
```

Values from the calculation:
- SMILES string: O=S1(=O)OCCO1.O=S1(=O)OCCO1.O=S1(=O)OCCO1.O=S1(=O)OCCO1.O=S1(=O)OCCO1.O=S1(=O)OCCO1.O=S1(=O)OCCO1.O=S1(=O)OCCO1.c1ccccc1
- E: -175622.5146 eV
- Kohn-Sham gap: 10.076 eV

Mulliken atomic charge list, values in e, 4 entries: number 1, H, carries -0.38; number 2, H, carries 0.32; number 3, H, carries 0.26; number 4, H, carries 0.31

=====

C22H39Br2N2O9P | wB97M-V/def2-TZVPD

```
75
C22H39Br2N2O9P (wB97M-V/def2-TZVPD)
H 4.918 -0.181 -0.392
H -0.827 -1.482 -0.286
C -5.519 0.287 3.353
C -4.915 0.366 1.952
H 5.693 4.446 -5.038
O 3.107 3.186 -1.781
C 7.604 -3.260 1.518
H -2.886 -0.216 1.613
H -1.752 2.889 0.196
H 3.646 1.547 0.442
H 1.302 -0.404 0.410
C 4.195 2.599 -2.513
H -8.278 -2.074 2.002
H 0.439 3.613 -0.273
C 6.719 -2.203 2.110
C 1.776 0.546 0.140
H 3.783 1.880 -3.225
C 4.070 -0.569 0.176
H -4.694 -3.865 1.365
H 1.854 0.610 -0.949
H 4.361 -2.520 1.065
H -1.596 2.872 -1.556
H -4.820 -2.754 -1.135
O 3.635 4.600 -3.424
C -6.730 -3.370 1.632
Br -3.586 -1.972 3.084
C 0.263 2.562 -0.506
C -3.149 0.715 -0.743
N -7.714 -2.489 1.283
C -5.500 -3.489 0.747
H 4.304 -1.227 2.252
O 6.095 -1.406 1.193
H -1.225 0.332 0.087
O 1.754 4.943 -2.236
Br -6.424 0.602 0.734
H -7.811 -2.148 0.346
H 6.514 3.077 -4.276
O 6.572 -2.048 3.292
C 5.542 3.521 -4.484
H -1.284 0.507 -1.662
H 0.766 2.387 -1.457
C 0.898 1.726 0.624
H 0.135 1.367 1.320
C 4.660 -1.482 1.253
C -1.255 2.390 -0.638
H 7.570 -4.128 2.176
H 5.450 4.347 -2.501
O -1.114 -1.922 0.525
H 8.634 -2.902 1.482
C 3.192 0.592 0.710
H -5.960 -1.693 -0.408
H -1.459 -3.109 -1.768
H 7.295 -3.528 0.510
H 1.541 2.389 1.210
H -6.080 -0.632 3.510
O -6.833 -4.092 2.610
C -3.849 -0.726 1.578
N -2.427 -3.036 -1.468
P -2.484 -2.821 0.244
H 4.974 2.841 -5.120
H -2.833 -2.246 -1.966
C -5.101 -2.315 -0.175
H 3.137 0.511 1.797
C -1.662 0.920 -0.715
O -3.925 1.623 -0.730
H -6.228 1.113 3.435
H 4.873 2.090 -1.831
O -3.572 -0.597 -0.901
C 2.732 4.311 -2.458
H -4.391 1.320 1.911
H -4.759 0.445 4.117
H 3.473 -1.167 -0.516
C 4.809 3.797 -3.196
C -3.880 -1.472 0.233
H -5.761 -4.324 0.084
```

Values from the calculation:
- SMILES string: CC(=O)OCCCCCCCCC(=O)O[C@](CCC(N)=O)([C@H](Br)[C@H](C)Br)P(N)O.C[C@@H]1COC(=O)O1
- E: -194228.7563 eV
- Kohn-Sham gap: 8.945 eV

Mulliken atomic charge list, values in e, 4 entries: number 1, H, carries 0.26; number 2, H, carries 0.23; number 3, C, carries -1.78; number 4, C, carries 0.20

=====

Which value of E does entry 1 give?
-175622.5146 eV

=====

The highest E belongs to which entry?
C22H38O32S8